Run one
A gas-phase ion, C9H20N3 (charge +1), computed with ωB97M-V/def2-TZVPD.

Bonds (Å) are listed after each position.
Geometry (Å):
1 C 1.1662 0.8827 -0.2488  C7 1.406, N11 1.363
2 C 2.6687 2.8613 -0.1126  C7 1.601, H13 1.009, H14 1.018, H15 1.151
3 C 2.1722 -2.4432 0.7897  C8 1.513, H16 1.108, H17 1.126, H18 1.122
4 C -2.5058 1.4547 0.1906  C9 1.575, H19 1.136, H20 1.044, H21 1.038
5 C -2.2793 -0.7224 1.5022  C9 1.547, H22 1.071, H23 1.088, H24 1.077
6 C -3.0365 -0.6905 -0.9901  C9 1.566, H25 1.150, H26 1.098, H27 1.074
7 C 2.1393 1.6088 -0.9578  C1 1.406, C2 1.601, H28 1.109, H29 1.062
8 C 2.2612 -1.4874 -0.3793  C3 1.513, N11 1.476, H30 1.130, H31 1.094
9 C -2.1124 -0.0681 0.1106  C4 1.575, C5 1.547, C6 1.566, N12 1.390
10 N -0.0349 -1.0413 -0.3572  N11 1.344, N12 1.333, H32 1.031
11 N 1.1854 -0.4791 -0.3127  C1 1.363, C8 1.476, N10 1.344
12 N -0.8937 -0.0423 -0.5583  C9 1.390, N10 1.333
13 H 3.5037 3.2642 -0.5101  C2 1.009
14 H 2.9889 2.6162 0.8216  C2 1.018
15 H 1.7628 3.5583 0.0265  C2 1.151
16 H 2.6862 -3.4248 0.7611  C3 1.108
17 H 1.0901 -2.6387 1.0320  C3 1.126
18 H 2.5597 -1.9100 1.6973  C3 1.122
19 H -3.5125 1.5460 -0.3278  C4 1.136
20 H -2.5581 1.8568 1.1527  C4 1.044
21 H -1.8253 1.9065 -0.4505  C4 1.038
22 H -2.0536 0.0159 2.2439  C5 1.071
23 H -3.3533 -0.8555 1.6144  C5 1.088
24 H -1.7069 -1.6193 1.6680  C5 1.077
25 H -4.1631 -0.4634 -1.0312  C6 1.150
26 H -2.8776 -0.1493 -1.9320  C6 1.098
27 H -3.0163 -1.7625 -1.0487  C6 1.074
28 H 3.0195 0.9967 -1.2406  C7 1.109
29 H 1.7934 2.0946 -1.8369  C7 1.062
30 H 1.9121 -2.0353 -1.3040  C8 1.130
31 H 3.2588 -1.0417 -0.3357  C8 1.094
32 H -0.2388 -1.7878 0.3236  N10 1.031

Computed properties:
Charge: +1
E_LUMO (spin up / spin down): -0.1940 / -0.1762 Eh
E_HOMO (spin up / spin down): -12.59 / -13.13 eV
Frontier orbital gap (spin up / spin down): 7.31 / 8.34 eV

***

Run two
2 unconnected molecules or ions with the total composition C9H20N3, computed with ωB97M-V/def2-TZVPD.

Bonds (Å) are listed after each position.
Geometry (Å):
1 C 3.2240 -2.9614 0.2152  C2 1.317, H13 1.044, H14 1.084
2 C 2.5419 -1.9763 -0.3305  C1 1.317, H15 1.066, H16 1.090
3 C 1.8837 1.8585 -0.5717  C4 1.393, N10 1.149
4 C 2.9105 2.7860 -0.4140  C3 1.393, H17 1.106, H18 1.170, H19 1.062
5 C -0.8317 0.8938 2.1042  C8 1.499, H20 1.067, H21 1.054, H22 1.061
6 C -2.9577 -1.6161 -0.7493  C9 1.593, H23 1.079, H24 1.115, H25 1.101
7 C -1.6087 1.4098 -0.9060  N12 1.442, H26 1.075, H27 1.091, H28 1.080
8 C -1.7718 0.1762 1.1825  C5 1.499, N12 1.487, H29 1.030, H30 1.171
9 C -1.4245 -1.1852 -0.7333  C6 1.593, N12 1.520, H31 1.074, H32 1.049
10 N 0.9912 1.1479 -0.4375  C3 1.149, N11 1.215
11 N 0.2855 0.1991 -0.1595  N10 1.215, N12 1.499
12 N -1.2125 0.2204 -0.1944  C7 1.442, C8 1.487, C9 1.520, N11 1.499
13 H 4.2202 -2.7745 0.4646  C1 1.044
14 H 2.7756 -3.8930 0.5412  C1 1.084
15 H 2.9978 -1.0640 -0.6420  C2 1.066
16 H 1.5364 -2.0981 -0.7339  C2 1.090
17 H 2.5946 3.7914 -0.7487  C4 1.106
18 H 3.6703 2.4193 -1.2252  C4 1.170
19 H 3.2571 2.9408 0.5776  C4 1.062
20 H -0.0179 0.2038 2.1169  C5 1.067
21 H -0.5477 1.8719 1.8322  C5 1.054
22 H -1.0579 0.9482 3.1391  C5 1.061
23 H -3.3068 -1.9368 -1.7181  C6 1.079
24 H -3.0815 -2.4653 -0.0373  C6 1.115
25 H -3.5907 -0.7941 -0.3804  C6 1.101
26 H -1.7623 1.3358 -1.9672  C7 1.075
27 H -2.5024 1.6465 -0.3261  C7 1.091
28 H -0.9453 2.2488 -0.7535  C7 1.080
29 H -2.7152 0.5828 1.2581  C8 1.030
30 H -1.8601 -0.9091 1.6133  C8 1.171
31 H -1.0607 -1.3030 -1.7367  C9 1.074
32 H -0.6334 -1.7041 -0.2796  C9 1.049

Computed properties:
Charge: +1
E_LUMO: -0.0938 Eh
E_HOMO: -12.44 eV
Frontier orbital gap: 9.88 eV

***

Top of the stability list: run two, leading by 40.8 kJ/mol.